# 1
Here is C46H47AsN4PS4SiTa as an isolated structure in a non-equilibrium geometry from the Open Molecules 2025 dataset. Energies are from wB97M-V/def2-TZVPD.

## Properties
HOMO level (alpha / beta) ... -0.230 / -0.230 hartree
Total energy ... -177323.6046 eV
Relative energy (zero: lowest compared OMol25 entry of this formula, charge and spin) ... 2.131 eV

```
! RIJCOSX wB97M-V def2-TZVPD def2/J DEFGRID3
* xyz 0 1
Ta -0.77 -0.65 -0.34
C -3.33 -2.81 0.06
N -2.65 -1.81 0.95
C -3.72 -0.96 1.52
C -1.98 -2.62 1.94
C -2.58 -3.02 3.12
C -1.95 -3.97 3.93
C -0.76 -4.53 3.51
C -0.15 -4.11 2.33
C -0.73 -3.11 1.56
N -0.19 -2.51 0.40
C 0.84 -3.15 -0.33
C 2.01 -3.69 0.23
C 2.96 -4.30 -0.57
C 2.79 -4.36 -1.95
C 1.69 -3.76 -2.52
C 0.74 -3.13 -1.73
N -0.36 -2.39 -2.29
C 0.06 -1.56 -3.44
C -1.44 -3.29 -2.74
H -4.04 -3.37 0.68
H -2.58 -3.50 -0.32
H -3.87 -2.34 -0.75
H -4.54 -1.59 1.87
H -4.13 -0.29 0.77
H -3.33 -0.39 2.35
H -3.54 -2.62 3.40
H -2.41 -4.27 4.86
H -0.28 -5.30 4.10
H 0.77 -4.58 2.03
H 2.19 -3.59 1.29
H 3.85 -4.72 -0.11
H 3.53 -4.85 -2.57
H 1.56 -3.75 -3.59
H 0.22 -2.17 -4.33
H 0.99 -1.05 -3.19
H -0.72 -0.83 -3.66
H -1.13 -3.79 -3.66
H -2.35 -2.71 -2.94
H -1.64 -4.04 -1.98
N 1.67 -0.53 0.20
C 2.58 0.60 0.07
C 3.78 0.58 0.77
C 4.67 1.63 0.62
C 4.37 2.67 -0.25
C 3.18 2.67 -0.95
C 2.25 1.64 -0.79
P 0.63 1.54 -1.61
C 1.14 1.57 -3.37
C 2.35 1.00 -3.75
C 2.72 0.94 -5.09
C 1.88 1.46 -6.06
C 0.67 2.05 -5.69
C 0.31 2.10 -4.35
C -0.15 3.18 -1.42
C 0.42 4.32 -1.97
C -0.22 5.54 -1.88
C -1.47 5.63 -1.28
C -2.06 4.50 -0.75
C -1.40 3.28 -0.81
H 2.08 -1.29 -0.34
H 1.69 -0.87 1.16
H 4.00 -0.24 1.43
H 5.60 1.62 1.17
H 5.07 3.48 -0.39
H 2.97 3.49 -1.63
H 3.02 0.59 -3.00
H 3.67 0.50 -5.37
H 2.16 1.42 -7.10
H 0.01 2.46 -6.44
H -0.63 2.57 -4.08
H 1.35 4.26 -2.52
H 0.24 6.42 -2.32
H -1.98 6.58 -1.23
H -3.04 4.55 -0.30
H -1.88 2.40 -0.41
S -5.85 0.94 -1.53
As -5.36 0.31 -3.48
S -2.78 -0.19 -1.32
S -2.24 0.99 -2.82
S -4.84 -1.75 -3.47
C 1.91 4.54 2.53
C 0.56 4.76 2.30
C -0.30 3.69 2.09
C 0.17 2.37 2.10
C 1.52 2.18 2.39
C 2.39 3.24 2.60
Si -1.01 0.93 1.82
C -0.93 0.02 3.48
C -1.94 0.20 4.43
C -1.88 -0.41 5.68
C -0.80 -1.20 6.01
C 0.22 -1.40 5.09
C 0.15 -0.79 3.84
H 2.58 5.38 2.69
H 0.17 5.77 2.27
H -1.34 3.88 1.92
H 1.91 1.17 2.50
H 3.43 3.05 2.82
H -2.35 1.59 1.85
H -2.78 0.84 4.20
H -2.67 -0.25 6.39
H -0.74 -1.68 6.98
H 1.07 -2.02 5.34
H 0.96 -0.96 3.14
*
```

=====

# 2
Here is C46H47AsN8O6SSn as an isolated structure from the Open Molecules 2025 dataset. Energies are from wB97M-V/def2-TZVPD.

## Properties
HOMO level ... -0.226 hartree
Total energy ... -150176.7845 eV
Relative energy (zero: lowest compared OMol25 entry of this formula, charge and spin) ... 0.854 eV

```
! RIJCOSX wB97M-V def2-TZVPD def2/J DEFGRID3
* xyz 0 1
Sn -0.45 0.37 -0.25
N 1.87 -2.61 -0.88
C 3.22 -2.49 -0.62
C 4.13 -3.48 -0.94
C 5.49 -3.35 -0.62
C 5.97 -2.23 0.00
C 5.08 -1.18 0.32
C 5.49 0.04 0.90
C 4.58 1.03 1.14
C 3.22 0.78 0.85
N 2.80 -0.34 0.33
C 3.70 -1.32 0.04
H 1.36 -1.74 -0.86
H 1.63 -3.16 -1.69
H 3.78 -4.36 -1.47
H 6.17 -4.15 -0.89
H 7.02 -2.12 0.24
H 6.55 0.19 1.12
H 4.87 1.98 1.57
H 2.47 1.53 1.05
O 0.22 0.75 2.23
As 0.28 1.29 3.79
C 2.10 1.29 4.41
C 2.74 2.47 4.76
C 4.09 2.45 5.09
C 4.79 1.25 5.07
C 4.15 0.07 4.71
C 2.81 0.09 4.37
C -0.45 3.05 3.93
C -0.63 3.73 2.73
C -1.20 5.00 2.74
C -1.57 5.58 3.95
C -1.38 4.89 5.15
C -0.82 3.63 5.14
C -0.75 0.10 4.91
C -0.19 -0.63 5.95
C -0.97 -1.52 6.66
C -2.31 -1.69 6.33
C -2.87 -0.96 5.29
C -2.09 -0.06 4.58
H 2.18 3.40 4.77
H 4.59 3.37 5.36
H 5.84 1.24 5.32
H 4.71 -0.86 4.67
H 2.31 -0.82 4.06
H -0.35 3.26 1.80
H -1.36 5.52 1.80
H -2.02 6.56 3.96
H -1.67 5.35 6.08
H -0.68 3.08 6.07
H 0.86 -0.49 6.21
H -0.54 -2.09 7.48
H -2.92 -2.40 6.88
H -3.92 -1.09 5.04
H -2.51 0.50 3.75
C -3.15 1.99 0.56
C -1.80 2.27 -0.07
O -1.50 3.39 -0.43
H -3.82 2.86 0.50
H -2.98 1.73 1.61
H -3.59 1.11 0.08
C -1.42 -4.34 3.49
N -1.91 -3.30 2.61
C -3.27 -3.17 2.16
C -3.19 -1.87 1.33
O -4.15 -1.34 0.81
N -1.88 -1.45 1.32
C -1.18 -2.31 2.05
N 0.13 -2.20 2.24
H -2.25 -4.72 4.07
H -0.68 -3.94 4.18
H -0.98 -5.18 2.93
H -3.98 -3.07 2.99
H -3.58 -4.01 1.53
H 0.60 -1.42 1.78
H 0.66 -2.96 2.62
O 0.73 -0.74 -5.20
S 0.00 -1.63 -4.33
O 0.60 -2.93 -4.11
N -0.36 -0.91 -2.93
C -1.67 -0.66 -2.83
O -2.22 -0.07 -1.86
C -2.47 -1.18 -3.98
C -3.85 -1.12 -4.14
C -4.39 -1.70 -5.28
C -3.57 -2.33 -6.22
C -2.19 -2.39 -6.05
C -1.67 -1.80 -4.92
H -4.46 -0.65 -3.39
H -5.46 -1.67 -5.44
H -4.02 -2.78 -7.10
H -1.55 -2.88 -6.77
N 0.91 1.77 -1.73
C 1.37 2.26 -2.67
N 1.91 2.83 -3.73
C 2.10 4.28 -3.72
C 0.92 4.98 -4.40
C 0.76 4.43 -5.82
C 0.55 2.92 -5.79
C 1.70 2.22 -5.06
H 3.03 4.50 -4.25
H 2.21 4.61 -2.69
H 1.09 6.06 -4.41
H 0.02 4.77 -3.82
H 1.66 4.67 -6.40
H -0.08 4.92 -6.31
H 0.48 2.52 -6.80
H -0.39 2.69 -5.28
H 2.63 2.35 -5.62
H 1.51 1.16 -4.94
*
```

=====

# 3
Here is C46H47BaGeNO5P as an isolated structure from the Open Molecules 2025 dataset. Energies are from wB97M-V/def2-TZVPD.

## Properties
HOMO level (alpha / beta) ... -0.089 / -0.070 hartree
Total energy ... -126684.7726 eV

```
! RIJCOSX wB97M-V def2-TZVPD def2/J DEFGRID3
* xyz -1 1
Ba -0.64 -0.67 0.08
C 0.60 3.47 0.95
C -0.74 3.08 1.54
O -0.78 1.77 2.07
C -0.17 1.53 3.33
C 1.31 1.21 3.26
O 1.50 0.24 2.26
C 2.86 -0.03 1.98
C 2.95 -0.64 0.60
O 2.16 0.05 -0.37
C 2.70 1.20 -0.98
C 2.38 2.46 -0.21
O 0.99 2.48 0.05
H 1.37 3.59 1.73
H 0.49 4.45 0.46
H -1.49 3.09 0.76
H -1.03 3.81 2.31
H -0.70 0.66 3.73
H -0.35 2.37 4.01
H 1.63 0.84 4.25
H 1.91 2.10 3.03
H 3.28 -0.73 2.70
H 3.42 0.92 2.06
H 2.50 -1.65 0.61
H 3.99 -0.71 0.26
H 2.24 1.27 -1.97
H 3.78 1.10 -1.12
H 2.68 3.34 -0.81
H 2.93 2.51 0.74
O -3.55 1.94 -0.63
N -3.43 0.52 -0.88
C -2.66 0.37 -1.97
C -2.35 -0.95 -2.40
C -3.14 -2.03 -1.91
C -2.88 -3.33 -2.27
C -1.83 -3.65 -3.14
C -1.01 -2.63 -3.56
C -1.20 -1.30 -3.18
P 0.01 -0.01 -3.63
C 1.64 -0.84 -3.62
C 1.95 -1.82 -2.68
C 3.26 -2.28 -2.55
C 4.27 -1.77 -3.34
C 3.97 -0.78 -4.28
C 2.67 -0.32 -4.41
C -0.32 0.25 -5.42
C 0.14 -0.60 -6.42
C -0.22 -0.39 -7.74
C -1.05 0.67 -8.08
C -1.52 1.52 -7.09
C -1.14 1.32 -5.76
H -4.18 1.95 0.10
H -2.21 1.25 -2.42
H -3.98 -1.80 -1.27
H -3.52 -4.12 -1.88
H -1.63 -4.68 -3.41
H -0.14 -2.87 -4.17
H 1.21 -2.23 -1.99
H 3.46 -3.02 -1.79
H 5.28 -2.13 -3.24
H 4.75 -0.37 -4.91
H 2.46 0.46 -5.13
H 0.78 -1.44 -6.17
H 0.14 -1.06 -8.51
H -1.34 0.83 -9.11
H -2.16 2.35 -7.34
H -1.50 1.99 -4.99
C 0.75 -2.89 0.34
Ge 0.44 -3.78 1.96
C -1.09 -3.28 3.14
C -1.22 -1.93 3.49
C -2.30 -1.44 4.22
C -3.30 -2.32 4.62
C -3.21 -3.66 4.28
C -2.12 -4.13 3.56
C 2.02 -3.43 3.18
C 1.96 -2.88 4.46
C 3.11 -2.49 5.14
C 4.36 -2.67 4.57
C 4.44 -3.24 3.30
C 3.29 -3.60 2.62
C 0.30 -5.76 1.82
C -0.64 -6.32 0.96
C -0.75 -7.70 0.80
C 0.09 -8.55 1.51
C 1.04 -8.01 2.36
C 1.14 -6.63 2.51
H -0.43 -1.25 3.18
H -2.36 -0.39 4.47
H -4.15 -1.95 5.18
H -3.99 -4.35 4.58
H -2.06 -5.19 3.31
H 0.99 -2.74 4.94
H 3.02 -2.05 6.13
H 5.25 -2.37 5.10
H 5.41 -3.39 2.84
H 3.36 -4.00 1.61
H -1.29 -5.67 0.38
H -1.50 -8.11 0.13
H 0.01 -9.62 1.38
H 1.71 -8.66 2.91
H 1.89 -6.23 3.19
*
```

=====

> What is the total energy in the first record?

-177323.6046 eV